Record 1
Molecular formula: C7H9N3
Method: DFT, ωB97M-V/def2-TZVPD

Molar mass   135.170 g mol⁻¹
Energy above the lowest of the compared OMol25 structures with the same formula, charge and spin   0.0 kcal/mol
HOMO   -8.77 eV
Total charge   0
Gap between HOMO and LUMO   9.596 eV
Largest force on an atom   2.95 eV/Å

```
19
Properties=species:S:1:pos:R:3:forces:R:3:nbo_charge:R:1
C 1.6343 -0.3530 -0.0438 0.5 -0.9 0.4 0.427
C 1.8115 1.8307 0.0710 -0.8 1.9 -0.1 0.270
C -0.2778 1.0567 -0.0894 -0.4 0.7 0.5 0.303
C -1.8570 1.0608 -0.0532 2.8 -0.1 1.0 -0.437
C -2.1061 -0.4389 -0.0454 -2.3 0.0 0.0 -0.403
C -0.8269 -1.1950 0.1289 0.3 -1.9 0.9 -0.419
C 0.2464 -0.2202 -0.0130 0.2 0.6 -0.3 -0.207
H 1.8395 -2.3316 -0.2735 0.0 -0.7 -0.2 0.376
H 3.2690 -1.4186 -0.3450 1.1 -0.1 -0.3 0.399
H 2.3853 2.6987 0.2603 1.0 0.7 0.0 0.167
H -2.2376 1.5629 -0.9110 -0.4 0.4 -0.6 0.224
H -2.1889 1.5851 0.8599 0.1 -0.2 -0.4 0.225
H -2.6851 -0.6772 -0.9428 0.4 -0.4 0.0 0.212
H -2.7469 -0.7315 0.7880 -0.3 0.2 -0.1 0.212
H -0.8354 -1.6684 1.1265 0.3 0.3 0.0 0.209
H -0.7245 -2.0654 -0.4923 -0.1 -0.4 -0.8 0.210
N 2.3503 -1.5216 -0.0103 -1.9 -0.2 0.4 -0.781
N 2.4371 0.6937 0.0122 -0.1 0.4 0.0 -0.497
N 0.5128 2.1328 -0.0270 -0.4 -0.6 -0.1 -0.492
```
Positions in Å, forces in eV/Å.

Record 2
Molecular formula: C3H6N2O
Method: DFT, ωB97M-V/def2-TZVPD

Molar mass   86.094 g mol⁻¹
Energy above the lowest of the compared OMol25 structures with the same formula, charge and spin   113.8 kcal/mol
HOMO   -8.72 eV
Total charge   0
Gap between HOMO and LUMO   8.666 eV
Largest force on an atom   0.66 eV/Å

```
12
Properties=species:S:1:pos:R:3:forces:R:3:nbo_charge:R:1
C -0.5200 0.2144 1.0806 -0.1 0.1 0.2 -0.827
C -0.2971 0.1447 -1.1310 -0.1 0.3 -0.3 0.764
N -0.8348 1.0526 -1.7224 0.3 -0.5 0.4 -0.659
N 0.4511 -0.8992 -1.0262 -0.1 0.3 -0.1 -0.698
C 1.0357 -0.6062 0.4306 0.0 -0.1 0.1 0.430
O 2.0781 0.0241 0.4873 -0.2 -0.1 -0.1 -0.664
H -1.2816 0.9030 0.6993 0.2 -0.1 0.0 0.204
H 0.0179 0.7642 1.8568 0.0 -0.1 -0.1 0.243
H -1.0532 -0.6311 1.5250 0.1 0.1 -0.1 0.212
H -1.4908 1.7305 -1.3707 0.0 -0.1 0.0 0.423
H 1.0560 -1.1550 -1.8033 0.0 0.1 0.1 0.419
H 0.8386 -1.5420 0.9739 0.0 0.1 -0.1 0.153
```
Positions in Å, forces in eV/Å.

Record 3
Molecular formula: C8H20O2
Method: DFT, ωB97M-V/def2-TZVPD

Molar mass   148.246 g mol⁻¹
Energy above the lowest of the compared OMol25 structures with the same formula, charge and spin   51.1 kcal/mol
HOMO   -9.32 eV
Total charge   0
Gap between HOMO and LUMO   9.898 eV
Largest force on an atom   4.67 eV/Å

```
30
Properties=species:S:1:pos:R:3:forces:R:3:nbo_charge:R:1
O -3.1404 5.9065 -15.6087 0.8 4.3 1.5 -0.749
C -1.7581 5.8767 -12.8217 -0.8 0.3 -0.5 -0.616
C -5.2951 5.8141 -14.6337 -1.2 -1.1 0.5 -0.652
C -3.1884 5.3229 -13.1561 0.7 -0.1 -0.3 -0.430
C -3.8717 6.1200 -14.3475 0.9 0.8 1.5 0.088
H -2.7435 6.7774 -15.8195 -0.1 -1.0 -0.1 0.509
H -1.0979 5.8775 -13.7053 -0.2 0.0 0.3 0.207
H -1.2516 5.3361 -12.0045 -0.4 0.1 -0.4 0.218
H -1.9223 6.9202 -12.5044 0.4 -0.3 0.0 0.198
H -5.8992 5.9765 -13.7252 0.1 -0.1 -0.3 0.212
H -5.3261 4.7417 -14.8898 -0.5 0.5 0.1 0.253
H -5.7447 6.3868 -15.4622 0.5 -0.1 0.3 0.220
H -3.1159 4.2459 -13.4014 -0.3 0.7 0.1 0.220
H -3.7302 5.4135 -12.1951 -0.3 0.0 -0.8 0.213
H -3.8019 7.1758 -14.0155 0.3 -0.2 -0.6 0.174
O -3.7592 3.7268 -15.8866 -1.3 -0.2 0.9 -0.761
C -3.0876 1.5622 -13.9186 -1.4 0.7 0.5 -0.609
C -1.6121 3.7287 -16.9207 0.3 -0.5 -0.1 -0.634
C -2.0981 2.3812 -14.7200 1.0 -1.6 0.1 -0.437
C -2.6292 2.9637 -16.0407 0.5 -0.7 -1.1 0.097
H -3.4400 4.6183 -15.6340 -0.4 -1.5 -0.9 0.471
H -2.6868 1.4068 -12.9029 -0.2 -0.1 -0.3 0.201
H -3.4108 0.5879 -14.3222 0.3 0.5 -0.1 0.206
H -3.9670 2.2247 -13.8522 -0.2 -0.6 0.4 0.209
H -1.3456 4.7448 -16.5841 -0.1 -0.6 0.1 0.202
H -2.0903 3.8006 -17.9120 0.4 0.2 0.3 0.212
H -0.6867 3.1366 -17.0186 -0.3 0.2 -0.1 0.204
H -1.7030 3.1010 -13.9775 0.1 0.1 -1.0 0.197
H -1.3271 1.6027 -14.8774 0.4 0.9 -0.5 0.205
H -3.0447 2.2032 -16.7327 0.9 -0.7 0.7 0.172
```
Positions in Å, forces in eV/Å.

Record 4
Molecular formula: C10H7ClO
Method: DFT, ωB97M-V/def2-TZVPD

Molar mass   178.618 g mol⁻¹
Energy above the lowest of the compared OMol25 structures with the same formula, charge and spin   18.7 kcal/mol
HOMO   -8.83 eV
Total charge   0
Gap between HOMO and LUMO   9.236 eV
Largest force on an atom   5.95 eV/Å

```
19
Properties=species:S:1:pos:R:3:forces:R:3:nbo_charge:R:1
C -0.8398 1.5968 -0.0474 -0.6 -0.2 1.0 -0.260
C -2.2188 1.4432 0.1766 0.0 -0.3 -1.0 -0.230
C -1.9586 -0.9867 0.0196 1.3 -0.6 -0.1 -0.221
C -0.5541 -0.8383 0.0102 -0.7 -0.3 -0.1 -0.103
C -0.1134 0.4657 0.0126 5.2 -2.8 0.4 0.041
C -2.7516 0.1797 0.1249 0.0 -2.0 -0.6 -0.018
C 0.5577 -1.9162 0.0283 -2.5 0.3 0.9 -0.143
C 1.7838 -1.4292 0.2822 -2.4 -1.5 -1.4 -0.260
C 2.7190 0.9492 -0.4599 4.5 -3.5 -1.0 -0.109
C 1.8501 -0.0064 0.1510 -4.3 1.1 -0.4 0.268
O 2.6938 0.6731 0.9254 0.3 2.2 2.1 -0.458
Cl -4.5070 0.0599 -0.1165 0.6 -0.2 0.5 -0.024
H -0.2510 2.4673 -0.1257 -0.2 1.5 0.1 0.228
H -3.0246 2.1389 0.2152 0.3 1.4 0.0 0.236
H -2.2531 -2.0379 -0.0657 -0.9 0.6 0.0 0.227
H 0.1896 -2.9825 0.0548 0.9 1.2 0.0 0.220
H 2.5354 -2.1245 0.5513 1.2 0.0 0.1 0.239
H 3.7269 0.5305 -0.8293 -1.7 0.8 -0.1 0.175
H 2.4156 1.8172 -0.9075 -1.0 2.3 -0.5 0.191
```
Positions in Å, forces in eV/Å.

Record 5
Molecular formula: C20H31AlO11
Method: DFT, ωB97M-V/def2-TZVPD

Molar mass   474.439 g mol⁻¹
<S²>   1.7655
HOMO (alpha / beta)   -16.97 / -16.99 eV
Total charge   +3
Gap between HOMO and LUMO (alpha / beta)   2.789 / 2.994 eV
Spin multiplicity   2
Largest force on an atom   5.29 eV/Å

```
63
Properties=species:S:1:pos:R:3:forces:R:3:nbo_charge:R:1
Al -17.0921 1.6334 10.7328 1.1 -0.8 0.1 0.959
O -17.4695 0.0215 8.5084 -0.1 0.3 0.0 -0.443
H -18.3084 -0.4460 8.3286 0.2 -0.3 0.1 0.417
O -21.4034 -2.1558 8.7809 -0.2 -4.1 2.0 0.023
C -21.4443 -1.0777 8.2865 0.0 3.8 0.2 0.769
O -21.4590 -0.8418 7.0819 -0.4 -1.8 -5.0 -0.349
C -21.5874 0.5148 6.6905 -1.0 2.8 2.1 -0.082
C -21.1280 1.2510 7.9433 2.6 -0.4 -0.3 -0.414
C -21.2441 0.1738 9.0255 -0.3 1.9 3.3 -0.527
H -22.6229 0.8491 6.7542 -0.4 -1.0 -1.7 0.250
H -20.9788 0.8505 5.8508 -0.6 -1.0 -0.3 0.231
H -21.5506 2.2493 8.0569 -0.4 -0.4 0.5 0.284
H -20.0581 1.3889 7.7873 0.3 0.4 0.3 0.190
H -21.9114 0.4521 9.8413 -1.3 -0.5 -0.5 0.333
H -20.4578 -0.0009 9.7599 1.1 0.1 -0.6 0.286
O -14.3023 1.1274 9.6676 1.1 0.9 -0.4 -0.638
C -13.6355 1.2550 8.6571 -1.3 0.7 -1.4 0.832
O -12.6580 2.1841 8.3724 -1.5 -1.2 1.3 -0.463
C -12.4187 2.2541 6.9628 -0.3 1.5 -0.9 -0.082
C -13.2771 1.2579 6.2186 -0.2 -2.1 0.3 -0.431
C -13.8934 0.4429 7.3770 1.6 0.4 0.5 -0.541
H -11.3450 2.1952 6.7845 -0.2 -0.1 0.0 0.228
H -12.8116 3.1965 6.5814 0.7 0.6 0.6 0.193
H -12.6108 0.6079 5.6516 -0.3 0.0 -0.2 0.239
H -14.0369 1.6011 5.5164 0.2 0.7 0.2 0.192
H -13.1008 -0.2871 7.5413 -0.6 -1.0 0.0 0.258
H -14.8942 0.0162 7.3101 0.3 0.0 0.0 0.224
O -16.0552 -1.0888 10.8938 0.8 -1.5 -1.2 -0.692
C -15.3658 -2.0562 10.4883 -0.8 0.8 1.0 0.839
O -14.3756 -1.9402 9.6406 0.3 0.6 -1.2 -0.467
C -13.7136 -3.2150 9.3428 0.2 -0.6 1.2 -0.078
C -14.6332 -4.2925 9.9059 -1.0 -0.1 -0.6 -0.430
C -15.4359 -3.4976 10.9376 0.0 0.1 0.5 -0.531
H -12.8260 -3.2705 9.9730 0.3 0.5 -0.3 0.211
H -13.4281 -3.3027 8.2945 -0.3 0.4 0.1 0.217
H -14.0763 -5.1472 10.2899 0.0 0.3 0.3 0.257
H -15.3223 -4.7176 9.1761 0.1 0.2 -0.3 0.212
H -14.8765 -3.5287 11.8726 -0.2 0.1 0.4 0.269
H -16.4691 -3.7854 11.1316 0.2 -0.2 0.0 0.251
O -17.4462 1.8225 2.1243 -0.3 -0.6 0.4 0.030
C -17.7352 2.0869 3.2974 2.6 0.3 3.4 0.775
O -17.1645 1.5889 4.3964 1.3 -1.6 -3.5 -0.401
C -17.5327 2.1513 5.6994 -0.5 -0.2 -1.5 -0.062
C -18.1427 3.4572 5.2185 -0.9 0.1 0.6 -0.436
C -18.5510 3.2301 3.6886 -1.0 2.1 2.0 -0.498
H -16.6559 2.2316 6.3419 0.2 0.0 -0.5 0.248
H -18.1021 1.2760 6.0119 -0.8 0.7 0.9 0.196
H -17.4723 4.2990 5.3918 0.4 -0.2 -0.7 0.272
H -18.9824 3.7790 5.8344 -0.5 -0.3 -0.3 0.260
H -18.3373 4.1884 3.2150 -0.2 -0.4 -0.8 0.324
H -19.5994 2.9471 3.5942 -0.1 0.2 -0.3 0.291
O -19.9843 -3.9254 3.0635 1.5 1.6 3.9 -0.478
C -19.3453 -3.4034 3.9755 -0.5 0.4 -2.6 0.788
O -19.8317 -2.9670 5.2481 -0.4 0.5 -1.3 -0.526
C -18.8824 -2.1102 5.9313 0.1 -3.1 0.4 -0.094
C -17.5448 -2.4680 5.3531 1.0 -0.2 -2.0 -0.435
C -17.8477 -2.9964 3.9045 -0.3 -0.6 1.2 -0.538
H -18.7772 -2.6517 6.8715 -0.8 1.0 0.9 0.201
H -19.1196 -1.0529 6.0491 -0.4 0.0 -0.5 0.131
H -17.1296 -3.3048 5.9147 0.1 0.2 0.0 0.229
H -16.8379 -1.6392 5.3921 0.1 -0.1 -0.1 0.211
H -17.3533 -3.9471 3.7049 0.3 0.1 0.1 0.272
H -17.5534 -2.3442 3.0822 -0.6 0.1 0.0 0.247
```
Positions in Å, forces in eV/Å.

Record 6
Molecular formula: C8H15N3
Method: DFT, ωB97M-V/def2-TZVPD

Molar mass   153.229 g mol⁻¹
Energy above the lowest of the compared OMol25 structures with the same formula, charge and spin   103.5 kcal/mol
HOMO   -8.85 eV
Total charge   0
Gap between HOMO and LUMO   9.656 eV
Largest force on an atom   6.26 eV/Å

```
26
Properties=species:S:1:pos:R:3:forces:R:3:nbo_charge:R:1
C 0.8139 0.1355 1.3710 0.4 -1.3 -3.4 -0.508
C -0.2914 -0.8267 1.0459 -0.2 0.0 1.6 -0.238
C 1.4107 -0.2510 -1.1057 1.0 1.7 3.3 -0.190
C 1.4805 0.5287 0.0172 0.7 0.4 -0.2 0.019
C 0.6896 -1.5289 -1.0900 -0.5 -0.4 -2.5 -0.498
C -0.3609 -1.6083 -0.0083 0.6 0.2 -0.9 0.067
C 2.2820 1.8674 0.0316 -2.7 -0.7 -5.6 -0.630
C -1.5708 -2.4452 -0.3634 0.5 2.0 2.9 -0.655
N -3.0529 1.1658 0.8612 -3.2 0.2 -0.1 -0.437
N -1.3480 1.8384 -0.3315 2.4 0.3 -0.5 -0.679
N -2.6644 1.8421 -0.0799 1.4 0.3 0.0 0.056
H 1.5214 -0.3274 1.9975 1.3 -0.9 0.7 0.235
H -1.0754 -0.9209 1.7918 -0.1 0.0 0.0 0.196
H 1.9864 0.0624 -1.9611 -0.1 0.0 -0.3 0.209
H 0.1958 -1.5108 -2.1091 -0.2 -0.3 0.9 0.218
H 1.3800 -2.4060 -1.2710 -0.6 0.6 0.9 0.235
H 1.5765 2.7650 -0.2496 1.4 -1.5 1.2 0.212
H 2.9441 1.7868 -0.9005 -0.6 0.4 1.4 0.212
H 2.8657 1.9571 0.8555 1.5 0.7 2.6 0.211
H -2.0106 -2.7080 0.6515 0.3 -0.6 -1.6 0.222
H -1.0636 -3.1731 -0.9562 -1.3 -1.2 -0.7 0.225
H -2.2589 -1.6791 -0.7643 0.1 -1.1 -0.8 0.243
H -2.3962 0.6404 1.3784 1.9 -0.6 0.5 0.288
H 0.5448 0.9539 1.9535 -1.0 1.8 0.7 0.219
H -0.9878 2.5854 -0.9633 -0.8 -1.2 0.8 0.384
H -0.6104 1.2564 0.1991 -2.1 1.3 -1.1 0.387
```
Positions in Å, forces in eV/Å.